{"formula": "C12H30Br6NO4PSi2", "method": "ωB97M-V/def2-TZVPD", "symbols": ["Br", "H", "H", "C", "Br", "C", "H", "H", "H", "H", "H", "H", "O", "C", "H", "H", "H", "H", "H", "C", "H", "C", "Br", "C", "H", "Si", "H", "Br", "H", "H", "O", "C", "H", "H", "Si", "H", "O", "H", "H", "H", "N", "H", "C", "C", "H", "H", "C", "P", "Br", "O", "C", "H", "Br", "H", "C", "H"], "coordinates": [[5.28069, -4.12354, 0.67509], [-1.49141, 2.37007, -0.33893], [3.05181, 1.68607, -0.75594], [3.47995, -4.85757, 0.57865], [1.82049, -0.41307, -1.19854], [-2.00721, -3.19693, 0.63748], [0.76676, 2.28881, -1.79746], [1.94018, -3.52975, -6.98548], [-2.05436, -1.67268, 3.21419], [0.28664, 5.20711, 2.46608], [0.18321, -0.90080, 2.78718], [-0.00560, 1.67893, 3.48774], [-4.82224, 3.51550, 2.75459], [-1.18265, -1.90186, 0.63212], [-0.16647, -2.17241, 0.36683], [0.98876, 4.71121, 0.94946], [1.39147, -1.87329, -8.66387], [3.50067, 1.01248, -2.33524], [2.62956, -2.89722, 0.24498], [2.67118, 1.26898, -1.68533], [-1.12641, -4.15715, -0.91362], [2.42876, -3.80626, 0.80119], [0.39200, -0.04038, -7.34353], [1.40766, -2.63754, -6.66524], [2.14766, 3.20840, -2.41694], [-1.32386, 1.89494, 2.83243], [-3.36583, 4.05278, 5.19177], [2.12156, -2.19850, -4.91064], [-1.54573, -1.24806, -0.15371], [-3.52472, 1.81624, 3.95622], [-3.98444, 5.57780, 2.86336], [-2.60733, 2.36660, 4.12276], [2.61365, -1.11467, -7.62538], [-2.20838, 2.04609, 5.08122], [-1.18928, -0.95063, 2.25410], [3.43010, -5.65404, 1.31253], [-0.68098, 2.76823, -0.02234], [-2.89184, -3.04517, 0.02560], [-3.26870, 6.03751, 3.29656], [1.16398, 3.66355, 2.34966], [-1.19100, -4.30464, 0.08554], [1.44221, -4.18814, 0.53806], [1.61011, -1.52386, -7.65774], [0.49370, 4.34819, 1.84282], [-1.71924, -5.16196, 0.17951], [0.35889, -2.87233, -6.52189], [-2.92986, 3.85275, 4.21741], [-1.10980, 3.60402, 1.36742], [1.28528, 1.66454, -4.15212], [-1.79687, 0.57713, 1.94413], [-3.97188, 4.26761, 3.19412], [-2.31301, -3.48216, 1.63483], [2.30066, -3.29091, 2.67118], [-2.05498, 4.49017, 4.11900], [1.70380, 2.21891, -2.33484], [3.38851, -5.27568, -0.42067]], "forces_ev_per_a": [[0.0, 0.0, 0.0], [-0.3, -0.3, -0.4], [0.0, 0.0, 0.0], [0.1, 0.1, -0.1], [0.0, 0.0, 0.0], [0.6, -0.1, -0.5], [0.0, 0.0, 0.1], [0.0, 0.0, 0.0], [-0.1, 0.1, 0.1], [0.0, 0.2, 0.3], [0.0, 0.3, 0.2], [0.0, -0.2, 0.1], [1.3, 1.1, 0.5], [-0.4, -0.1, 0.3], [0.3, 0.1, 0.1], [0.0, 0.1, -0.3], [0.0, 0.0, 0.0], [0.0, 0.0, 0.0], [0.1, 0.0, 0.0], [0.0, 0.0, 0.1], [0.2, 0.0, -0.2], [-0.2, -0.1, 0.1], [0.1, 0.0, 0.0], [0.2, 0.0, 0.1], [0.0, 0.0, 0.0], [-0.1, 0.4, -0.2], [-0.1, 0.2, 0.2], [-0.1, 0.0, 0.0], [0.0, 0.3, -0.2], [-0.2, -0.1, -0.1], [-0.5, -0.4, -0.2], [0.5, -0.1, 0.1], [0.0, 0.0, 0.0], [0.0, -0.2, 0.2], [-0.1, -0.4, -0.9], [0.0, 0.0, 0.0], [0.4, 0.1, 0.4], [-0.4, 0.0, 0.1], [0.4, 0.2, 0.2], [0.2, -0.1, 0.1], [-0.3, 0.2, 0.1], [0.0, 0.0, 0.0], [-0.2, 0.1, 0.0], [0.0, -0.5, -0.1], [0.0, -0.2, 0.1], [0.0, 0.0, 0.0], [-0.3, -0.2, -0.4], [-0.6, 0.5, -0.2], [0.0, 0.0, 0.1], [0.6, -0.1, 0.7], [-1.3, -0.7, -0.3], [-0.1, -0.1, 0.3], [0.0, 0.0, 0.0], [0.3, 0.1, 0.0], [0.0, 0.0, -0.2], [0.0, 0.0, 0.0]], "nbo_charge": [-0.02, 0.50, 0.23, -0.44, -0.03, -0.21, 0.25, 0.23, -0.22, 0.23, -0.20, -0.21, -0.58, -0.91, 0.24, 0.25, 0.23, 0.23, 0.23, -0.44, 0.35, -0.47, -0.01, -0.45, 0.23, 1.35, 0.24, 0.00, 0.24, 0.27, -0.66, -0.89, 0.23, 0.24, 1.45, 0.23, -0.98, 0.17, 0.48, 0.23, -0.84, 0.26, -0.45, -0.95, 0.35, 0.23, -0.52, 0.61, -0.01, -1.23, 0.79, 0.19, -0.02, 0.20, -0.46, 0.23], "e_tot_ha": -17195.4845, "total_charge": 0, "fmax_ev_per_a": 1.73, "e_homo_ev": -8.246, "multiplicity": 1, "lumo_ha": 0.01481}


{"formula": "C5H7N3O2", "method": "ωB97M-V/def2-TZVPD", "symbols": ["O", "O", "C", "C", "N", "H", "H", "H", "N", "C", "H", "C", "H", "N", "H", "H", "C"], "coordinates": [[1.66040, 2.37048, -1.05787], [1.21368, -0.61061, 2.55653], [0.86103, -0.94811, 0.00193], [0.91637, 0.41253, -0.60915], [-1.09764, 0.35826, -2.12100], [-0.97975, -0.62194, -2.34959], [-1.51241, 0.85883, -2.89818], [-0.17918, -1.19379, 0.26904], [1.88703, 1.24637, -0.32932], [1.71489, -1.10478, 1.22162], [0.46528, -0.02523, 2.39390], [0.02898, 0.96699, -1.58751], [2.97670, -1.27913, 2.53218], [2.89322, -1.48618, 1.41167], [0.28404, 3.02263, -2.47043], [1.19192, -1.69631, -0.73471], [0.55535, 2.20429, -1.81238]], "forces_ev_per_a": [[-0.1, 0.3, -0.1], [-1.1, -0.3, -2.9], [-0.2, -0.7, 0.1], [0.3, 0.5, -0.2], [-0.5, -0.2, -0.2], [0.0, 0.2, 0.0], [0.1, -0.1, 0.2], [0.2, 0.1, -0.1], [-0.3, -0.3, 0.2], [0.6, 1.4, 3.9], [-0.2, 0.1, 0.3], [0.6, 0.5, 0.0], [0.5, -0.9, -3.4], [0.1, -0.1, 1.8], [0.1, -0.2, 0.2], [0.0, 0.2, 0.2], [-0.1, -0.4, -0.1]], "nbo_charge": [-0.26, -0.76, -0.53, 0.11, -0.81, 0.38, 0.38, 0.24, -0.10, 0.54, 0.47, 0.04, 0.38, -0.61, 0.21, 0.26, 0.05], "e_tot_ha": -509.3899, "total_charge": 0, "fmax_ev_per_a": 4.21, "smiles": "[H]/N=C(\\O)Cc1nocc1N", "e_homo_ev": -8.957, "relative_energy_kj_mol": 287.84, "multiplicity": 1, "lumo_ha": 0.01879}


{"formula": "C6H9N", "method": "ωB97M-V/def2-TZVPD", "symbols": ["H", "N", "H", "H", "H", "C", "H", "H", "C", "H", "C", "H", "C", "H", "C", "C"], "coordinates": [[2.50938, -1.55259, 0.00151], [0.69540, -0.05174, -1.27876], [1.76325, -1.46102, 1.58224], [-1.00212, 2.43498, -0.04479], [-2.30314, 0.47953, 0.21972], [0.01497, 1.12884, -1.50740], [-0.24414, 1.45279, -2.50124], [-2.00711, 0.92118, 1.88331], [1.53420, -1.53730, 0.51604], [1.08078, -2.51618, 0.33384], [0.67232, -0.38609, 0.04419], [-1.72159, -0.76798, 1.27897], [-0.38870, 1.57986, -0.29917], [1.16777, -0.58540, -1.98914], [-1.62275, 0.29116, 1.08284], [-0.14853, 0.56996, 0.67782]], "forces_ev_per_a": [[-0.4, 0.2, 0.0], [0.4, -0.1, -0.1], [-0.2, 0.1, -0.2], [-0.1, -0.1, -0.5], [0.6, -0.2, 0.5], [0.2, 0.3, -0.2], [0.4, 0.1, -0.1], [0.1, -0.2, 0.3], [-0.2, -0.1, 0.1], [-0.1, 0.0, 0.0], [-0.3, 0.0, -0.2], [-0.2, -0.2, 0.6], [0.3, 0.5, -0.6], [0.2, 0.2, 0.1], [0.1, -0.5, 0.8], [-0.8, -0.1, -0.6]], "nbo_charge": [0.22, -0.51, 0.24, 0.21, 0.20, -0.12, 0.21, 0.21, -0.65, 0.22, 0.19, 0.21, -0.23, 0.41, -0.60, -0.21], "e_tot_ha": -288.6965, "total_charge": 0, "fmax_ev_per_a": 1.03, "smiles": "Cc1cc[nH]c1C", "e_homo_ev": -7.578, "relative_energy_kj_mol": 224.67, "multiplicity": 1, "lumo_ha": 0.03574}


{"formula": "C15H20Cl2O4Pt", "method": "ωB97M-V/def2-TZVPD", "symbols": ["C", "O", "C", "H", "H", "H", "H", "H", "C", "C", "H", "H", "H", "H", "H", "C", "C", "C", "C", "H", "H", "O", "H", "Cl", "H", "O", "H", "C", "C", "H", "C", "C", "Pt", "C", "H", "H", "O", "C", "Cl", "H", "H", "C"], "coordinates": [[2.95541, -4.03326, 1.91659], [4.11375, -4.67680, 1.61056], [1.56693, -3.86737, 1.05884], [-1.99191, 0.46159, 1.45358], [-0.81892, 6.94027, -0.52594], [-2.43823, 5.66915, 0.21144], [-0.85799, 4.19212, 1.56782], [-3.03550, 4.15547, -0.81767], [1.90728, -2.06183, 2.91011], [-0.93608, 6.37283, -1.54330], [-1.84775, 6.81377, -2.14231], [-0.00824, 0.21827, -0.97385], [-2.85821, 1.18704, -0.05352], [-0.58545, 2.41223, -0.78961], [-2.52308, 3.26141, 1.61961], [-0.42991, -1.84871, 1.45629], [3.10858, -4.31398, -1.79691], [-1.79566, 0.87168, 0.37568], [-2.11187, 4.63689, -0.28339], [-0.09121, -2.22586, -0.80511], [3.38071, -4.61541, -2.91879], [2.76572, -3.25487, 3.17926], [0.05466, 6.51583, -2.19438], [0.75550, -5.92359, -2.83098], [3.96753, -4.76563, -1.10521], [1.86979, -0.86909, 3.51503], [-1.74266, -0.22957, -1.62909], [-1.06436, -0.17162, -0.65310], [-1.64726, 3.58371, 0.91036], [-1.28294, -2.46597, 2.01474], [-0.85769, 2.25591, 0.36213], [1.61783, -4.93878, -1.46725], [0.67261, 4.60487, -2.77752], [0.97201, -2.66105, 1.69308], [3.13685, -3.12191, -1.76183], [-0.34156, -0.83261, 2.04439], [-1.05788, 4.93362, -1.26557], [-0.90593, -1.70653, -0.10386], [-0.79009, -5.49858, 0.08048], [0.19515, 2.06802, 0.89062], [-1.91290, -2.32138, -0.28484], [0.89300, -4.75027, -0.14661]], "forces_ev_per_a": [[5.3, -2.6, -1.4], [-8.8, 4.7, 2.4], [-1.3, 2.2, 1.3], [0.6, 0.8, -2.0], [0.1, -0.9, -2.0], [0.8, -2.3, -1.1], [-1.8, -1.3, -1.3], [1.8, 1.1, 0.6], [-0.2, 2.9, 1.4], [-0.6, 0.7, 0.5], [1.8, -1.1, 1.0], [-2.0, -0.7, 0.8], [2.2, -0.8, 0.9], [-0.6, -0.2, 2.3], [1.5, 0.9, -1.6], [0.3, -0.8, 0.5], [-0.2, -0.5, -1.1], [0.1, 1.2, -0.7], [-2.1, -1.3, 2.0], [-1.7, 1.0, 1.5], [-0.8, 0.6, 2.6], [-0.1, 1.5, -2.6], [-1.2, -0.1, 0.8], [1.9, 2.2, 3.1], [-2.2, 0.9, -1.1], [0.4, -9.0, -4.3], [1.6, 0.1, 2.0], [-0.7, -0.6, -0.2], [1.9, 0.8, 0.3], [1.9, 1.1, -1.0], [-0.2, -0.5, -0.8], [-0.4, -0.1, 0.6], [-1.1, 0.1, 1.1], [-0.7, -0.5, -0.6], [-0.4, -2.6, 0.2], [0.0, -2.0, -1.4], [0.4, 1.5, -0.6], [0.1, -0.5, -1.0], [3.4, 1.7, -0.3], [-2.5, 0.5, -0.9], [2.2, 1.5, 0.6], [1.0, 0.5, -0.3]], "nbo_charge": [0.76, -0.45, -0.16, 0.23, 0.25, 0.23, 0.23, 0.22, 0.75, -0.26, 0.25, 0.21, 0.22, 0.18, 0.26, -0.50, -0.72, -0.43, -0.08, 0.21, 0.29, -0.48, 0.15, 0.16, 0.32, -0.44, 0.24, -0.42, -0.45, 0.29, -0.41, 0.18, 0.84, 0.12, 0.28, 0.28, -0.59, -0.41, 0.17, 0.23, 0.24, 0.02], "e_tot_ha": -1922.9258, "total_charge": 2, "fmax_ev_per_a": 10.30, "e_homo_ev": -13.857, "multiplicity": 1, "lumo_ha": -0.45418}


{"formula": "C4H23N2O8", "method": "ωB97M-V/def2-TZVPD", "symbols": ["H", "H", "H", "C", "O", "H", "H", "H", "C", "H", "H", "C", "H", "H", "O", "H", "N", "O", "H", "O", "H", "O", "C", "O", "H", "O", "H", "H", "H", "H", "H", "H", "O", "N", "H", "H", "H"], "coordinates": [[-3.18165, 0.80170, -0.66147], [-0.55594, -3.00252, -0.99598], [2.21260, 0.73205, 0.85425], [-0.77822, -1.90029, 0.74385], [-1.08171, -0.82248, 1.18280], [1.20182, 3.82714, -2.10404], [-1.82748, 0.13729, -0.85189], [-0.09389, 1.39673, 4.45066], [-0.05434, -2.15225, -0.57007], [2.42988, 0.71108, 3.52167], [-3.54425, -0.72187, 2.08532], [1.07265, -0.54790, -2.10806], [2.92732, 0.35878, -1.64903], [-4.38967, -1.21858, 0.85325], [-1.29559, 2.23292, -2.60940], [0.98694, -2.37481, -0.39040], [1.62992, 0.66392, 0.01017], [-1.08807, -3.03900, 1.37134], [-0.91257, -1.05025, -1.99897], [1.23504, 2.98333, -1.64988], [-1.97485, -2.99146, 1.76367], [0.66290, 0.83627, 4.26244], [2.19066, -0.19347, -1.07883], [-3.75457, -1.47110, 1.52650], [2.41693, -1.15490, -0.63724], [-2.62240, 0.40112, -1.33604], [0.52829, 2.43259, -2.02211], [-2.14748, 1.77996, -2.63192], [1.55117, 1.58417, -0.44030], [0.36488, -0.06420, 4.42742], [-1.48821, 3.12905, -2.31468], [0.83816, 0.25071, -2.81037], [2.86990, 0.48272, 2.68690], [-0.12888, -0.91485, -1.37020], [3.56483, -0.15373, 2.86591], [0.71818, 0.34884, 0.37514], [1.51770, -1.31671, -2.75044]], "forces_ev_per_a": [[-0.1, -0.1, -0.1], [0.1, -0.4, -0.5], [0.4, 0.0, 0.1], [-0.2, -0.4, 0.7], [0.4, 0.6, -0.3], [0.1, 0.1, -0.1], [0.2, 0.2, 0.1], [0.0, 0.1, 0.1], [-0.1, 1.4, 0.3], [-0.1, -0.1, -0.2], [-0.2, 0.3, -0.1], [0.4, 0.1, 0.4], [0.7, -0.3, 0.6], [-0.1, 0.2, 0.1], [0.5, 0.6, -0.3], [0.1, -0.6, 0.3], [0.3, 0.4, -0.2], [0.0, -0.5, -0.6], [0.2, 0.4, -0.2], [0.1, -0.6, 0.3], [0.1, 0.4, 0.3], [0.0, -0.1, 0.0], [-2.0, -0.5, -0.7], [0.2, -0.7, 0.0], [1.1, 0.2, 0.0], [-0.6, -0.2, 0.4], [-0.3, 0.4, -0.3], [0.1, -0.3, 0.3], [-0.3, 0.5, 0.6], [-0.1, 0.0, 0.0], [-0.1, 0.0, -0.1], [-0.1, 0.3, 0.3], [0.0, 0.0, -0.5], [-0.3, -1.0, -0.5], [0.1, 0.0, 0.2], [-0.2, -0.1, -0.6], [-0.2, -0.3, 0.1]], "nbo_charge": [0.48, 0.24, 0.47, 0.81, -0.61, 0.50, 0.50, 0.49, -0.35, 0.52, 0.48, -0.23, 0.25, 0.49, -0.99, 0.22, -0.73, -0.69, 0.40, -1.00, 0.53, -0.96, -0.24, -0.97, 0.21, -0.98, 0.50, 0.51, 0.46, 0.48, 0.48, 0.23, -1.00, -0.66, 0.49, 0.46, 0.20], "e_tot_ha": -877.4424, "total_charge": 1, "fmax_ev_per_a": 2.20, "e_homo_ev": -13.323, "relative_energy_kj_mol": 128.24, "multiplicity": 1, "lumo_ha": -0.08886}


{"formula": "C10H10O2", "method": "ωB97M-V/def2-TZVPD", "symbols": ["H", "H", "H", "C", "H", "H", "H", "C", "C", "C", "C", "C", "C", "O", "H", "C", "H", "H", "H", "O", "C", "C"], "coordinates": [[-2.97409, -1.69666, 1.88499], [2.47577, 1.96221, 0.63138], [-3.23234, -0.91861, -0.57743], [0.66502, 0.74208, -0.00098], [-1.15752, -0.65638, -1.96814], [3.17378, -2.17031, -0.09663], [3.99378, -0.01764, 0.57791], [-2.16032, -1.26345, 1.35860], [-1.16570, -0.40522, -0.85849], [-0.46597, 1.68126, -0.05129], [2.89864, -0.08037, 0.33218], [2.02638, 0.96408, 0.31012], [1.07710, -1.68283, -0.38633], [-0.63220, 2.82114, 0.22905], [-2.06888, -2.35838, -0.47710], [-2.26398, -1.34387, -0.17227], [0.84842, -2.63978, -0.79275], [-1.17937, -1.58835, 1.70971], [-2.31626, -0.21640, 1.67609], [-1.51990, 0.95665, -0.67007], [2.43007, -1.38499, -0.06912], [0.23435, -0.54703, -0.30239]], "forces_ev_per_a": [[-0.5, -1.2, 0.3], [-1.2, -1.2, -0.7], [0.9, -0.9, 0.6], [1.5, -0.9, 0.8], [0.0, 0.5, 1.2], [-0.1, -0.1, -0.1], [-1.4, 0.3, -0.2], [0.0, 1.8, -0.6], [-0.9, -1.7, 0.0], [-1.4, -0.9, -1.5], [0.5, -2.6, -0.8], [0.3, 2.2, 1.2], [2.1, 2.9, 0.7], [0.5, 0.2, 0.4], [-0.2, -0.4, -0.5], [0.4, 2.0, -0.2], [-0.6, -0.5, 0.0], [-0.3, -0.2, 0.1], [0.6, -0.1, -0.3], [0.8, 0.3, 0.6], [-0.6, 0.4, 0.4], [-0.4, -0.1, -1.5]], "nbo_charge": [0.22, 0.24, 0.22, -0.22, 0.20, 0.21, 0.23, -0.63, 0.08, 0.79, -0.24, -0.14, -0.24, -0.53, 0.20, -0.40, 0.23, 0.21, 0.21, -0.51, -0.15, 0.03], "e_tot_ha": -537.5336, "total_charge": 0, "fmax_ev_per_a": 3.62, "smiles": "CC[C@H]1OC(=O)c2ccccc21", "e_homo_ev": -9.720, "relative_energy_kj_mol": 87.92, "multiplicity": 1, "lumo_ha": 0.00820}


Short version: frontier orbital gap = 8.6; 9.5; 8.6; 1.5; 10.9; 9.9 eV, in the order given.